*one*
16
Properties=species:S:1:pos:R:3 method="wB97M-V/def2-TZVPD" lumo_energy_ev=1.1 homo_energy_ev=-11.02 gap_ev=12.12 smiles=CC.CC
C -1.14023 -0.94981 -1.06289
C -2.68027 -0.57044 -0.96885
H -0.28639 -0.34197 -1.53295
H -0.73438 -0.99728 -0.02550
H -1.01623 -1.92959 -1.37426
H -2.83832 0.33462 -1.69614
H -3.25267 -1.34595 -1.45816
H -2.87367 -0.31338 0.00247
C 1.45104 0.55919 0.42005
C 2.35505 0.94581 1.57007
H 0.63237 0.01848 0.71372
H 0.91511 1.59785 0.22552
H 1.96298 0.01306 -0.37470
H 3.23334 0.41761 1.59768
H 2.53782 2.03787 1.62382
H 1.80649 0.60022 2.54825


*two*
16
Properties=species:S:1:pos:R:3 method="wB97M-V/def2-TZVPD" lumo_energy_ev=1.2 homo_energy_ev=-10.60 gap_ev=11.77 smiles=CC.CC
C 0.13369 1.24070 0.85834
C -1.24597 1.70716 1.29089
H 0.33888 0.28227 1.26626
H 0.41110 1.29229 -0.23066
H 0.93219 2.00951 1.08060
H -1.42827 1.51813 2.32214
H -2.03634 0.96382 0.83081
H -1.40831 2.75476 0.97045
C 0.69002 -0.94764 -1.59089
C 0.44692 -1.99113 -0.49254
H -0.18646 -0.24225 -1.54273
H 1.67054 -0.53413 -1.65325
H 0.30387 -1.24654 -2.55689
H 0.55287 -1.55668 0.49485
H 1.27968 -2.70042 -0.45568
H -0.45442 -2.54985 -0.59172


*three*
16
Properties=species:S:1:pos:R:3 method="wB97M-V/def2-TZVPD" lumo_energy_ev=1.2 homo_energy_ev=-11.71 gap_ev=12.89 smiles=CC.CC
C 1.75629 0.88263 -1.02825
C 1.25671 2.10021 -0.23341
H 1.33028 -0.01905 -0.60840
H 1.61795 0.94345 -2.10909
H 2.83762 0.70920 -0.95797
H 0.57943 2.66344 -0.87144
H 1.96438 2.76456 0.24866
H 0.63302 1.75009 0.58539
C -0.99320 -1.04809 0.95811
C -2.03573 -1.91549 0.24883
H -0.96791 -0.03877 0.54133
H -1.19071 -0.81157 1.99838
H 0.01648 -1.47621 1.00791
H -1.78104 -2.96078 0.36536
H -3.03688 -1.82491 0.66796
H -1.98669 -1.71871 -0.81339


*four*
16
Properties=species:S:1:pos:R:3 method="wB97M-V/def2-TZVPD" lumo_energy_ev=1.0 homo_energy_ev=-11.07 gap_ev=12.11 smiles=CC.CC
C 1.56843 -0.72578 1.58000
C 1.98509 0.67715 2.00711
H 0.53736 -0.79626 1.84616
H 1.87567 -0.93158 0.49232
H 2.18644 -1.31184 2.14833
H 2.07643 0.77582 3.08632
H 1.16208 1.21020 1.63786
H 2.81525 1.06447 1.63470
C -1.77484 0.85282 -1.91980
C -1.84649 -0.72102 -1.75686
H -1.70717 1.04184 -3.03932
H -2.30538 1.38732 -1.37179
H -0.82847 1.05064 -1.36202
H -2.74376 -1.27826 -1.94376
H -1.07311 -1.25632 -2.42073
H -1.92753 -1.03920 -0.61852


What should be chosen as the most stable of them? Choose *three*.


*one*
16
Properties=species:S:1:pos:R:3 method="wB97M-V/def2-TZVPD" lumo_energy_ev=1.1 homo_energy_ev=-11.22 gap_ev=12.36 smiles=CC.CC
C -0.33720 2.50610 -0.15703
C -1.04510 1.15851 -0.02339
H -0.40608 3.18636 -0.96424
H -0.69173 3.01650 0.76187
H 0.77142 2.31898 0.08894
H -1.38809 0.74016 0.95068
H -0.47152 0.29459 -0.38157
H -1.83647 1.05448 -0.67646
C 0.94373 -1.75671 -0.63887
C 0.39445 -1.87684 0.76730
H 0.15862 -1.38087 -1.34693
H 1.76589 -0.93141 -0.58447
H 1.46457 -2.73957 -1.02234
H 1.17569 -2.13823 1.49192
H -0.34680 -2.70123 0.80797
H 0.06926 -0.90612 1.18662


*two*
16
Properties=species:S:1:pos:R:3 method="wB97M-V/def2-TZVPD" lumo_energy_ev=1.0 homo_energy_ev=-11.14 gap_ev=12.17 smiles=CC.CC
C 3.05268 0.37701 -0.03564
C 2.26096 -1.00615 0.09466
H 2.97176 0.73688 -1.00062
H 2.57735 1.13379 0.69033
H 4.02286 0.16226 0.38420
H 2.64793 -2.02416 0.08604
H 2.02872 -0.93271 1.13203
H 1.30477 -0.92203 -0.54619
C -2.39846 0.46056 0.59590
C -2.77827 0.13828 -0.84707
H -3.16096 -0.03809 1.29297
H -1.38955 0.29859 0.84252
H -2.54202 1.50108 0.70890
H -1.95341 0.44057 -1.43798
H -3.77956 0.57574 -1.02848
H -2.86478 -0.90162 -0.93156


*three*
16
Properties=species:S:1:pos:R:3 method="wB97M-V/def2-TZVPD" lumo_energy_ev=1.1 homo_energy_ev=-11.75 gap_ev=12.82 smiles=CC.CC
C 2.65858 0.77590 -0.20047
C 1.82844 2.10007 -0.21961
H 3.39973 0.62487 0.60234
H 3.15170 0.60239 -1.17172
H 1.85144 0.03416 -0.07822
H 1.07215 2.02247 -1.01874
H 2.46356 2.97921 -0.42046
H 1.30994 2.25292 0.74185
C -2.53793 -1.86480 0.74884
C -1.91861 -0.97010 -0.30928
H -2.18999 -1.46946 1.71801
H -2.16701 -2.89747 0.63653
H -3.64072 -1.88557 0.75283
H -2.38067 -1.24054 -1.27364
H -0.83625 -1.17408 -0.36828
H -2.06435 0.11003 -0.13997


*four*
16
Properties=species:S:1:pos:R:3 method="wB97M-V/def2-TZVPD" lumo_energy_ev=1.1 homo_energy_ev=-11.43 gap_ev=12.56 smiles=CC.CC
C -1.06326 -1.53866 -2.22562
C -0.52395 -0.41452 -1.35991
H -0.29951 -2.19541 -2.64386
H -1.80240 -2.19965 -1.76389
H -1.64794 -1.19284 -3.08509
H 0.52333 -0.51014 -1.08769
H -1.07419 -0.39551 -0.41947
H -0.74546 0.57655 -1.75282
C 0.12303 1.18216 1.48684
C 1.48945 0.80776 2.10763
H -0.32833 2.06058 1.94858
H 0.17422 1.47273 0.43796
H -0.55453 0.33478 1.48303
H 1.46576 -0.17655 2.56063
H 2.19999 0.72877 1.28290
H 1.79782 1.61853 2.74574


What should be chosen as the most stable of them? Choose *three*.


*one*
12
Properties=species:S:1:pos:R:3 method="wB97M-V/def2-TZVPD" lumo_energy_ev=0.2 homo_energy_ev=-7.90 gap_ev=8.08 smiles="C=CN.SS"
C -1.03415 0.01680 -0.75902
C -1.20667 -0.60827 0.42621
N -1.04432 -0.10048 1.64235
H -1.10842 -0.45226 -1.64851
H -0.60690 0.91487 -0.81312
H -1.44018 -1.69511 0.24728
H -1.30387 -0.68656 2.32473
H -1.06174 0.85145 1.89011
S 2.66536 -0.94466 -0.74234
S 3.30930 0.82125 0.28648
H 2.41256 -0.25300 -1.91945
H 2.60664 0.38224 1.26374


*two*
12
Properties=species:S:1:pos:R:3 method="wB97M-V/def2-TZVPD" lumo_energy_ev="-0.8 / -0.8" homo_energy_ev="-8.45 / -8.43" gap_ev="7.69 / 7.62"
C 1.26135 -1.55946 -0.31351
C -2.16593 1.14966 0.47262
N 0.91497 -0.35355 0.42974
S 1.79467 0.99574 0.35119
S -1.22504 -0.08355 -0.47424
H 0.81997 -2.36402 0.07467
H 0.95222 -1.69851 -1.32729
H 2.32485 -1.60902 -0.30835
H -3.13052 1.12186 0.19812
H -1.93229 2.19974 0.28120
H -2.01570 1.00374 1.47674
H 2.40143 1.19737 -0.86088


What should be chosen as the most stable of them? Choose *one*.


*one*
17
Properties=species:S:1:pos:R:3 method="wB97M-V/def2-TZVPD" lumo_energy_ev=-4.8 homo_energy_ev=-14.22 gap_ev=9.42 total_charge=+1
C 2.09307 -0.21744 0.03880
C -2.88550 0.27731 -0.80426
C 0.17894 1.17379 0.47000
C -2.54808 -0.18787 0.39104
N 2.63295 0.87531 -0.06979
N 0.61378 0.03942 0.27842
N 2.33966 -1.50177 -0.32593
F -1.63846 -1.22017 0.47178
H -2.55262 -0.14014 -1.67448
H -3.81622 1.00168 -0.78359
H 0.78320 2.05511 0.63076
H -0.83762 1.30448 0.57160
H -2.92730 0.13010 1.33529
H 3.60484 1.07576 -0.18808
H -0.05256 -0.69601 -0.18793
H 3.33809 -1.84458 -0.32973
H 1.67381 -2.12498 0.17610


*two*
17
Properties=species:S:1:pos:R:3 method="wB97M-V/def2-TZVPD" lumo_energy_ev=-3.9 homo_energy_ev=-14.15 gap_ev=10.22 total_charge=+1 smiles="CN1C=[NH+]N(C)[C@@H]1F"
C -2.36560 -0.18984 0.22690
N -1.09068 0.08625 -0.35440
C -0.52957 1.12833 -0.94232
N 0.76644 0.92484 -1.10130
N 1.15597 -0.32929 -0.46403
C 2.34820 -0.49954 0.39283
C -0.05142 -0.90472 -0.06474
F -0.45121 -1.97506 -0.81384
H -3.22164 0.45512 -0.24924
H -2.69878 -1.16376 0.10814
H -2.39958 -0.20128 1.38568
H -0.98560 2.02419 -1.34947
H 1.24856 1.22647 -1.92726
H 3.30984 -0.10069 -0.06348
H 2.06790 -0.08748 1.33265
H 2.64188 -1.59329 0.23726
H 0.03188 -1.36649 1.10851


What should be chosen as the most stable of them? Choose *two*.


*one*
11
Properties=species:S:1:pos:R:3 method="wB97M-V/def2-TZVPD" lumo_energy_ev="-7.3 / -7.3" homo_energy_ev="-14.49 / -14.49" gap_ev="7.16 / 7.17" total_charge=+1
C -0.89477 0.33675 -0.05031
C 1.08928 -0.95440 0.13599
N 0.65179 0.44496 -0.13234
Br 3.78718 -0.04849 0.46815
H -1.46436 1.15698 0.46005
H -1.40966 0.25228 -1.02637
H -1.06370 -0.61640 0.59006
H 0.85734 -1.34328 1.07226
H 0.88491 -1.58123 -0.76226
H 1.06412 1.03492 0.66963
H 0.93917 0.79383 -1.01427


*two*
11
Properties=species:S:1:pos:R:3 method="wB97M-V/def2-TZVPD" lumo_energy_ev=-6.0 homo_energy_ev=-14.81 gap_ev=8.84 total_charge=+1
C 0.76042 -0.89661 -0.31202
C 0.08160 1.32217 0.01719
N 0.69327 0.28535 0.48978
Br -2.91722 -0.43214 -0.16250
H 1.39525 -1.55096 0.27451
H -0.30014 -1.14241 -0.31066
H 1.04375 -0.66664 -1.32102
H -0.06955 2.17765 0.67984
H -0.40935 1.21343 -0.94611
H 1.00144 0.12120 1.45949
H -1.27949 -0.43103 0.13151


What should be chosen as the most stable of them? Choose *two*.


*one*
10
Properties=species:S:1:pos:R:3 method="wB97M-V/def2-TZVPD" lumo_energy_ev=0.4 homo_energy_ev=-9.99 gap_ev=10.40
O -0.32396 1.35613 -0.52172
C -0.82803 0.07585 -0.11944
C 0.89134 -0.67139 0.33919
O 1.63244 0.34838 0.05408
H -1.60697 0.90863 -0.50184
H -1.25551 -0.02749 0.88035
H -1.06025 -0.65979 -0.89264
H 0.75440 -0.92580 1.39832
H 0.94772 -1.54629 -0.32149
H 0.84881 1.14176 -0.31480


*two*
10
Properties=species:S:1:pos:R:3 method="wB97M-V/def2-TZVPD" lumo_energy_ev=0.8 homo_energy_ev=-9.93 gap_ev=10.70 smiles=OCCO
O -0.99820 -0.86244 0.02460
C -0.68622 0.38005 -0.31267
C 0.74863 0.44328 0.08555
O 1.33901 -0.82685 -0.18319
H -0.88526 -0.93566 1.08965
H -0.78589 0.12291 -1.43229
H -1.42915 1.03354 0.07485
H 0.58587 0.73139 1.10752
H 1.54249 1.33322 -0.13938
H 0.56873 -1.41944 -0.31464


*three*
10
Properties=species:S:1:pos:R:3 method="wB97M-V/def2-TZVPD" lumo_energy_ev="-0.2 / -0.2" homo_energy_ev="-8.15 / -8.14" gap_ev="7.99 / 7.97"
O -1.06955 -0.81759 0.12764
C 0.34530 -0.71449 0.14802
C 0.64404 0.63821 -0.39836
O -0.22065 0.97153 -1.30683
H -1.34454 -0.30424 0.94871
H 0.76127 -0.79681 1.14208
H 0.77248 -1.47499 -0.52248
H -0.59536 1.18287 1.33646
H 1.69382 0.96496 -0.50843
H -0.98682 0.35053 -0.96681


*four*
10
Properties=species:S:1:pos:R:3 method="wB97M-V/def2-TZVPD" lumo_energy_ev=0.8 homo_energy_ev=-10.26 gap_ev=11.10 smiles=OCCO
O -0.06742 1.54108 0.06434
C 0.62987 0.36039 -0.35005
C -0.10056 -0.87530 0.14420
O -1.47114 -0.81621 -0.20557
H 0.07046 1.66181 1.00509
H 0.60750 0.37278 -1.45612
H 1.68460 0.37026 -0.01435
H 0.01821 -0.97397 1.23661
H 0.33182 -1.77203 -0.29468
H -1.70335 0.13121 -0.12948


What should be chosen as the most stable of them? Choose *four*.